Arrangement 1

H24O12 | ωB97M-V/def2-TZVPD

Structure (SMILES)   O.O.O.O.O.O.O.O.O.O.O.O
LUMO level   -0.0161 Ha
Orbital gap   9.776 eV

Geometry (Å):
O -0.23 2.09 -1.72
O 0.64 -2.41 -2.41
O -4.36 0.37 -0.81
O 3.72 -2.00 2.35
O -0.79 0.44 2.86
O 5.14 -2.51 -1.02
O 1.36 1.08 -0.22
O -1.51 0.99 0.49
O -0.56 4.18 -0.14
O -0.64 -1.47 -0.38
O -0.86 -1.73 3.32
O -1.22 -0.10 -3.36
H -2.36 1.19 0.91
H 0.29 -1.31 -0.20
H -4.64 1.27 -1.03
H -1.80 -1.55 3.44
H -1.70 0.11 2.88
H 1.14 1.34 0.68
H -0.14 2.68 -0.96
H -1.71 1.00 -0.45
H 4.46 -1.45 2.64
H 5.99 -2.18 -0.70
H -0.08 1.21 -1.36
H -1.32 4.38 -0.70
H 0.49 -3.31 -2.72
H -1.10 -0.79 0.12
H -4.22 0.41 0.15
H 1.88 1.82 -0.56
H 1.58 -2.39 -2.18
H -0.37 0.02 3.61
H -2.12 -0.34 -3.62
H 4.59 -2.57 -0.24
H -0.91 3.55 0.50
H -0.67 -1.43 2.43
H -1.25 0.86 -3.27
H 3.26 -1.45 1.70

Arrangement 2

H24O12 | ωB97M-V/def2-TZVPD

LUMO level   -0.0117 Ha
Orbital gap   9.975 eV

Geometry (Å):
O -2.34 -21.64 4.26
O -2.60 -22.02 7.42
O -3.84 -19.69 5.90
O -2.72 -22.74 0.43
O -2.54 -23.83 5.96
O -3.76 -21.58 2.63
O -0.44 -19.10 2.89
O 0.56 -21.61 5.74
O -0.51 -23.32 2.66
O -5.18 -22.42 5.89
O -2.69 -18.24 3.88
O -0.96 -20.46 0.99
H -2.48 -22.45 6.55
H -4.72 -19.69 5.50
H 0.05 -18.95 2.08
H -2.95 -21.36 3.50
H -4.55 -23.00 6.36
H -1.54 -20.97 4.27
H -0.56 -20.13 1.87
H -4.17 -22.29 3.10
H -2.54 -23.14 5.27
H -2.83 -22.20 1.21
H -1.91 -24.57 5.75
H -2.84 -23.65 0.74
H -3.34 -19.33 5.26
H -4.68 -21.63 5.97
H -1.44 -21.33 0.91
H -2.79 -21.04 7.26
H 1.04 -22.22 5.47
H 0.09 -23.51 3.35
H -1.16 -22.66 3.08
H -1.71 -18.19 4.17
H -3.09 -17.33 4.09
H 0.24 -22.03 6.59
H -0.05 -18.88 3.79
H -4.44 -21.04 2.40

Most stable = arrangement 1